Molecular formula: C21H27N4ReS5
Method: DFT, the ωB97M-V functional and the def2-TZVPD basis

```
! wB97M-V def2-TZVPD RIJCOSX def2/J DEFGRID3
* xyz 3 2
Re -0.037 -0.146 0.356
C 1.274 1.180 3.348
C 2.593 0.565 2.961
S 2.766 0.227 1.194
C 3.339 1.766 0.474
C 2.301 2.846 0.433
S 0.773 2.233 -0.326
C -0.351 3.429 0.449
C -1.773 3.037 0.181
S -2.097 1.271 0.406
C -2.578 1.066 2.135
C -1.471 1.247 3.137
S -0.082 0.100 2.827
H 1.121 2.163 2.908
H 1.199 1.268 4.434
H 2.715 -0.414 3.427
H 3.424 1.192 3.286
H 3.661 1.484 -0.530
H 4.220 2.097 1.026
H 2.639 3.679 -0.186
H 2.067 3.235 1.422
H -0.145 4.400 -0.007
H -0.117 3.488 1.510
H -2.034 3.215 -0.861
H -2.479 3.588 0.804
H -2.989 0.057 2.171
H -3.392 1.763 2.339
H -1.853 1.006 4.129
H -1.080 2.262 3.158
S -1.785 -1.433 -0.436
C -1.132 -3.003 -0.033
N -1.943 -4.028 -0.364
N -1.860 -5.252 -0.030
C -1.269 -5.958 1.017
C -1.330 -7.360 0.889
C -0.837 -8.157 1.894
C -0.323 -7.570 3.046
C -0.271 -6.175 3.178
C -0.725 -5.363 2.170
N 0.148 -3.122 0.290
N 0.831 -2.009 0.232
C 2.217 -2.305 -0.087
C 2.790 -1.656 -1.177
C 4.063 -2.013 -1.587
C 4.767 -2.989 -0.888
C 4.193 -3.612 0.213
C 2.902 -3.290 0.605
H -2.444 -5.821 -0.640
H -1.752 -7.802 -0.010
H -0.856 -9.234 1.790
H 0.026 -8.197 3.857
H 0.120 -5.739 4.088
H -0.711 -4.294 2.289
H 2.206 -0.928 -1.729
H 4.501 -1.551 -2.461
H 5.760 -3.274 -1.213
H 4.752 -4.358 0.763
H 2.438 -3.774 1.457
*
```

Output
HOMO-LUMO gap (spin up / spin down): 6.1 / 5.2 eV
expectation value of S²: 0.90

Here are the Löwdin charges for atoms 1 to 6, given in e: number 1, Re, carries 0.658; number 2, C, carries -0.461; number 3, C, carries -0.447; number 4, S, carries 0.971; number 5, C, carries -0.455; number 6, C, carries -0.445